Record 1
ORCA calculation (the ωB97M-V functional and the def2-TZVPD basis) on C4H13N3 as an isolated structure in a non-equilibrium geometry.

Its net charge is +2. The energy above the lowest of the compared OMol25 structures with the same formula, charge and spin is 2.4172 eV. The calculation puts the electronic energy at -323.8042 a.u. The lowest unoccupied orbital energy comes out at -7.6 eV.

The geometry in XYZ format:
```
20
Properties=species:S:1:pos:R:3:forces:R:3:mulliken_charge:R:1
C 2.0176 -0.1438 -0.3208 -0.02 0.06 -0.34 -0.83
C 0.9750 -0.6521 0.6780 0.37 1.08 0.12 -0.43
C -0.1600 0.3179 0.8130 -3.14 -2.79 -1.80 -0.74
N -2.5395 1.7167 0.1972 -0.23 -0.02 0.59 -0.35
C -2.3725 0.6190 -0.5178 -0.68 -0.48 -0.54 0.07
N -1.5850 -0.3997 -0.2378 0.59 3.24 0.62 -0.35
N 3.1154 -1.1721 -0.4983 -0.18 0.27 -0.39 -0.28
H 1.5741 0.0547 -1.2970 0.00 -0.37 -0.09 0.40
H 2.4975 0.7990 -0.0617 0.05 -0.14 0.46 0.39
H 0.5695 -1.6009 0.3366 0.13 -0.21 0.40 0.42
H 1.3915 -0.7008 1.6904 0.17 -0.49 -0.12 0.38
H -0.1258 1.3076 0.3737 0.18 0.04 0.10 0.49
H -0.8795 0.1543 1.5992 1.02 0.46 1.08 0.50
H -3.3271 2.3259 0.0171 0.14 0.06 -0.66 0.31
H -2.3818 1.6844 1.1945 0.45 0.03 0.03 0.22
H -2.9322 0.5616 -1.4516 -0.36 0.00 0.21 0.41
H -2.0103 -1.2243 -0.6566 1.38 -0.63 -0.03 0.27
H 3.5529 -1.3921 0.3985 0.05 -0.21 0.01 0.36
H 3.8520 -0.8318 -1.1235 0.06 0.14 0.06 0.38
H 2.7639 -2.0280 -0.9422 0.02 -0.05 0.30 0.37
```
Positions in Å, forces in eV/Å.

Record 2
ORCA calculation (the ωB97M-V functional and the def2-TZVPD basis) on H12O7Pt as an isolated structure in a non-equilibrium geometry.

The spin multiplicity is 3. Its net charge is 0. The energy above the lowest of the compared OMol25 structures with the same formula, charge and spin is 0.7104 eV. The calculation puts the electronic energy at -653.0574 a.u. The lowest unoccupied orbital energy (spin up / spin down) comes out at -0.2 / -0.2 eV.

The geometry in XYZ format:
```
20
Properties=species:S:1:pos:R:3:forces:R:3:mulliken_spin:R:1
Pt -0.0405 -0.2449 0.0634 0.85 0.33 0.54 1.49
O -1.1156 1.3556 -0.8152 -0.73 -0.87 0.11 0.16
H -1.9737 0.8995 -0.8528 0.14 0.80 -0.18 0.00
O 1.0926 -0.7234 -1.7220 -1.33 0.19 0.12 0.18
H 0.3142 -0.3234 -2.1624 0.71 -0.41 -0.49 0.00
O 1.1983 1.5934 1.0201 1.11 0.44 -1.04 0.07
H 1.3114 2.0143 0.1161 -0.46 -0.37 0.54 -0.01
H 2.1329 1.4275 1.2582 -0.69 -0.06 0.02 0.00
O 1.0500 -1.8416 1.3974 0.81 -0.11 0.39 0.03
H 0.6898 -2.6903 1.6600 -0.27 -0.17 -0.09 0.00
H 2.0132 -1.9350 1.4841 -0.41 0.13 -0.25 0.00
O -1.4640 -2.0998 -0.4540 -0.05 0.16 -0.40 0.07
H -2.2713 -1.5747 -0.5374 -0.03 -0.21 -0.04 0.00
H -0.9970 -1.9715 -1.3017 -0.02 -0.39 0.01 -0.01
O 1.1860 2.0534 -1.9716 -0.34 0.99 0.05 0.00
H 1.3198 1.1366 -2.2797 -0.23 0.24 0.48 0.00
H 0.2123 2.2469 -1.9234 1.06 -0.87 -0.03 0.00
O -1.3790 0.0486 2.0461 -0.06 0.51 0.47 0.02
H -2.0492 -0.3292 2.6235 0.00 -0.07 -0.02 0.01
H -1.2302 0.9581 2.3510 -0.06 -0.26 -0.20 0.00
```
Positions in Å, forces in eV/Å.

Record 3
ORCA calculation (the ωB97M-V functional and the def2-TZVPD basis) on a 2-piece molecular cluster, CH6OSi overall in a non-equilibrium geometry.

Its net charge is 0. The energy above the lowest of the compared OMol25 structures with the same formula, charge and spin is 3.8702 eV. The calculation puts the electronic energy at -406.3051 a.u. The lowest unoccupied orbital energy comes out at 0.2 eV.

The geometry in XYZ format:
```
9
Properties=species:S:1:pos:R:3:forces:R:3:mulliken_charge:R:1
C 0.1247 -0.0492 -0.8219 0.05 -3.69 2.90 -0.37
O 0.1506 -1.7464 0.1429 -0.46 3.12 -0.79 -0.62
Si -0.1487 0.9826 0.7304 -0.01 0.83 -0.72 0.34
H -0.7956 -0.1122 -1.3739 0.22 -0.32 -0.89 0.26
H 1.0969 -0.3672 -1.1588 -0.04 0.80 -0.93 0.32
H 0.2423 -2.4452 -0.5046 0.02 -0.04 -0.61 0.26
H -0.5234 -0.0931 1.6880 -0.02 0.72 0.20 -0.03
H 1.0959 1.8063 0.9760 -0.50 -0.47 0.25 -0.08
H -1.2427 2.0243 0.3217 0.73 -0.95 0.59 -0.07
```
Positions in Å, forces in eV/Å.

Record 4
ORCA calculation (the ωB97M-V functional and the def2-TZVPD basis) on C22H39Br24FNO3S as an isolated structure in a non-equilibrium geometry.

Its net charge is +1. The energy above the lowest of the compared OMol25 structures with the same formula, charge and spin is 0.0000 eV. The calculation puts the electronic energy at -63416.1116 a.u. The lowest unoccupied orbital energy comes out at -2.5 eV.

The geometry in XYZ format:
```
91
Properties=species:S:1:pos:R:3:forces:R:3:mulliken_charge:R:1
C 3.3038 5.1408 2.0776 -0.03 -0.04 -0.01 -1.20
C 4.6021 4.3956 1.7815 -0.33 -0.24 0.06 -0.57
C 4.3272 2.9936 1.2255 0.34 0.28 0.05 0.43
C 5.5522 2.3817 0.5508 0.02 -0.07 0.31 -0.88
C 5.3636 1.0195 -0.1561 0.00 0.08 -0.29 -1.10
C 3.9359 0.4982 -0.3085 -0.06 -0.17 0.12 0.03
C 3.3822 -0.2295 0.9248 -0.04 -0.14 -0.29 -1.04
C 1.8573 -0.2184 1.0082 0.15 0.45 0.45 0.70
C 1.2830 1.1095 1.5217 0.11 -0.09 -0.02 0.03
C -0.0805 0.9158 2.1882 0.12 0.10 -0.21 -0.47
C -1.2420 0.5085 1.3000 0.08 -0.08 0.32 -0.94
N -1.7898 1.5737 0.3681 -0.30 -0.11 -0.14 0.57
C -3.0075 1.0383 -0.3440 -0.05 0.23 0.11 -0.92
O -0.8298 2.0983 -0.5151 -0.02 -0.11 0.21 -0.25
C -0.5730 1.2783 -1.6796 0.67 -0.15 -0.81 0.08
C 0.7560 1.7619 -2.2512 -0.24 0.23 0.06 -1.06
S -2.2508 3.0267 1.3558 -0.07 -0.23 -0.24 1.10
O -3.0709 2.5172 2.3771 -0.12 0.01 0.03 -0.52
O -1.1130 3.8210 1.5168 0.18 0.20 0.03 -0.39
F -3.1453 3.6480 0.2648 0.06 0.06 0.07 -0.15
H 2.5981 4.4888 2.5986 -0.01 -0.01 0.06 0.22
H 3.4625 6.0170 2.7038 0.03 0.06 -0.02 0.42
H 2.8224 5.4697 1.1554 -0.03 0.00 -0.03 0.29
H 5.1632 4.2911 2.7111 0.24 0.10 -0.08 0.33
H 5.2008 4.9592 1.0656 0.12 0.08 0.07 0.37
H 4.0422 2.3645 2.0713 -0.29 -0.06 -0.11 0.07
H 3.4884 3.0643 0.5290 -0.06 -0.10 0.01 0.01
H 5.9608 3.1065 -0.1548 -0.07 0.02 -0.09 0.38
H 6.3159 2.2717 1.3244 0.09 0.04 -0.04 0.25
H 5.7817 1.1076 -1.1602 0.07 -0.02 0.00 0.37
H 5.9597 0.2492 0.3360 -0.01 -0.03 0.08 0.34
H 3.9303 -0.2165 -1.1357 -0.08 0.02 -0.08 0.56
H 3.2556 1.2997 -0.6010 0.08 0.13 0.01 -0.25
H 3.7044 -1.2719 0.8709 0.10 -0.01 0.09 0.36
H 3.8033 0.1730 1.8478 -0.03 0.06 0.02 0.45
H 1.5451 -0.9585 1.7460 0.02 -0.30 -0.26 -0.53
H 1.4423 -0.4700 0.0268 -0.12 -0.22 0.02 0.10
H 1.9549 1.4879 2.2939 -0.03 0.01 0.04 0.38
H 1.2604 1.8746 0.7479 -0.04 0.08 -0.01 0.12
H 0.0152 0.0782 2.8833 -0.09 0.05 0.05 -0.20
H -0.3375 1.7814 2.7991 -0.09 0.02 0.01 0.40
H -2.0997 0.2329 1.9121 -0.08 -0.02 -0.02 0.48
H -1.0105 -0.3509 0.6720 0.11 0.09 -0.14 0.31
H -2.8163 0.0043 -0.6069 0.05 -0.05 -0.08 0.47
H -3.8517 1.1024 0.3354 0.00 -0.10 0.12 0.33
H -3.1959 1.6546 -1.2145 0.03 0.01 -0.09 0.34
H -0.4795 0.2198 -1.4350 -0.25 0.00 0.29 -0.08
H -1.3519 1.4367 -2.4217 -0.20 -0.07 0.16 0.60
H 1.5802 1.1177 -1.9635 0.06 0.02 0.06 0.08
H 0.6837 1.8046 -3.3358 0.04 -0.11 -0.05 0.26
H 0.9526 2.7812 -1.9189 0.05 0.02 0.04 0.29
C -1.4617 4.0615 -5.2053 0.03 -0.07 -0.02 0.13
Br -1.0678 2.2660 -5.7583 0.04 -0.10 -0.08 -0.03
Br -2.0322 4.0844 -3.3609 -0.10 0.15 0.11 0.05
Br 0.0063 5.2526 -5.4941 0.02 -0.01 0.01 0.02
H -2.2960 4.4101 -5.7974 -0.06 0.00 0.01 -0.16
C 0.5508 -3.5444 3.5415 0.05 0.03 0.09 -0.22
Br 2.2986 -4.2947 3.3081 0.01 0.02 -0.02 0.00
Br 0.5842 -1.9797 4.6534 0.14 0.02 0.03 -0.03
Br -0.2862 -3.1748 1.8447 -0.14 -0.15 -0.10 0.05
H -0.0609 -4.2792 4.0457 -0.04 0.01 0.01 0.21
C -5.4927 4.3653 -7.2725 -0.03 -0.01 -0.02 -0.33
Br -5.2058 2.6961 -6.3581 0.05 -0.02 0.03 -0.01
Br -4.6179 5.8171 -6.3590 0.00 0.07 0.03 -0.03
Br -4.9624 4.2663 -9.1099 0.02 -0.01 -0.01 0.02
H -6.5534 4.5679 -7.2444 -0.01 0.00 0.00 0.35
C -2.3079 -4.9372 -1.5282 -0.02 -0.04 0.02 -0.43
Br -2.1072 -5.9341 -3.1474 -0.13 -0.17 0.03 0.05
Br -1.2929 -3.2917 -1.6016 0.08 0.16 -0.03 0.04
Br -4.1464 -4.6006 -1.0933 0.00 0.02 -0.01 -0.03
H -1.8874 -5.5287 -0.7276 0.03 0.04 0.03 0.41
C 0.3036 -7.6530 -6.1849 -0.01 -0.02 0.00 0.56
Br -1.2941 -8.6706 -5.8336 0.01 0.05 0.02 -0.04
Br 1.7157 -8.1053 -4.9634 0.03 0.00 0.03 0.00
Br 0.8610 -7.8065 -8.0133 0.00 -0.01 0.00 -0.02
H 0.0690 -6.6149 -6.0064 -0.01 -0.04 -0.04 -0.53
C 1.7468 -3.2115 -4.8433 0.00 -0.10 -0.02 -0.39
Br 1.4689 -1.3191 -4.6189 0.04 0.15 0.06 0.01
Br 0.0958 -4.0644 -5.3362 0.00 0.14 -0.05 0.00
Br 3.1527 -3.5949 -6.0847 -0.02 0.02 0.00 0.00
H 2.0387 -3.6070 -3.8812 -0.01 -0.01 0.01 0.35
C -2.3917 -3.2341 7.5342 -0.03 0.01 0.03 0.26
Br -1.6235 -2.6205 9.1781 0.02 0.00 0.01 0.02
Br -2.7927 -1.7668 6.3544 -0.04 -0.02 -0.02 0.01
Br -1.2882 -4.5760 6.7008 -0.03 -0.04 -0.01 -0.01
H -3.3336 -3.7103 7.7700 -0.01 0.00 0.00 -0.26
C -6.7294 -3.9058 8.6269 -0.04 -0.01 0.01 -0.34
Br -8.2032 -5.0752 8.9912 -0.01 -0.01 0.00 -0.01
Br -5.2365 -4.2611 9.7866 0.02 0.00 0.03 -0.01
Br -6.2056 -3.9788 6.7743 0.03 0.00 -0.02 -0.03
H -7.0562 -2.8958 8.8254 0.00 0.02 0.00 0.40
```
Positions in Å, forces in eV/Å.

Record 5
ORCA calculation (the ωB97M-V functional and the def2-TZVPD basis) on a 2-piece molecular cluster, O5S2 overall in a non-equilibrium geometry.

Its net charge is -2. The energy above the lowest of the compared OMol25 structures with the same formula, charge and spin is 0.8912 eV. The calculation puts the electronic energy at -1172.5415 a.u. The lowest unoccupied orbital energy (spin up / spin down) comes out at 6.3 / 6.3 eV.

The geometry in XYZ format:
```
7
Properties=species:S:1:pos:R:3:forces:R:3:mulliken_charge:R:1
O 1.8993 -0.4360 -1.2657 -0.76 0.52 0.17 -0.64
O 1.6707 -1.0066 1.0661 -0.61 1.38 -0.23 -0.60
O -2.3338 1.2155 -0.2491 0.94 -1.38 1.50 -0.58
O -2.3743 -1.2145 -0.3252 0.32 -0.46 0.55 -0.55
O 1.6756 1.4902 0.3247 -0.81 -2.82 -0.16 -0.63
S -1.8059 -0.0623 0.4290 -0.97 1.89 -2.21 0.35
S 1.2685 0.0135 0.0203 1.89 0.86 0.37 0.65
```
Positions in Å, forces in eV/Å.

Record 6
ORCA calculation (the ωB97M-V functional and the def2-TZVPD basis) on a 4-piece molecular cluster, CH9NO3 overall in a non-equilibrium geometry.

Its net charge is 0. The energy above the lowest of the compared OMol25 structures with the same formula, charge and spin is 0.7588 eV. The calculation puts the electronic energy at -323.9397 a.u. Its structure (SMILES) is C=N.O.O.O. The lowest unoccupied orbital energy comes out at 0.8 eV.

The geometry in XYZ format:
```
14
Properties=species:S:1:pos:R:3:forces:R:3:mulliken_charge:R:1
C 1.3343 -1.2937 0.4800 -0.78 -1.03 0.14 -0.01
N 1.8386 -1.3635 -0.6734 -0.27 0.15 -0.30 -0.50
H 0.5488 -0.5838 0.7161 0.48 0.64 0.05 -0.01
H 1.4717 -2.0682 1.2385 0.15 -0.02 0.07 0.27
H 2.3300 -2.2442 -0.8073 0.53 0.21 0.16 0.25
O -0.2357 1.2982 1.8499 -0.38 0.23 0.13 -0.64
H -1.0565 0.7985 1.9514 0.05 -0.18 -0.13 0.32
H -0.5692 2.2040 1.8152 0.26 -0.04 -0.05 0.30
O -0.0318 0.7651 -1.6593 0.09 0.37 -0.07 -0.66
H 0.2226 1.3250 -2.4015 -0.16 -0.06 0.07 0.29
H 0.7819 0.6666 -1.1486 0.04 -0.31 -0.11 0.32
O -2.3387 0.2116 -0.0573 0.10 -0.14 -0.56 -0.63
H -1.5146 0.4909 -0.4934 0.07 0.18 0.17 0.41
H -2.7814 -0.2067 -0.8103 -0.16 0.00 0.43 0.30
```
Positions in Å, forces in eV/Å.